Record 1
The following is a DFT calculation (ωB97M-V with the def2-TZVPD basis set) of 2 unconnected molecules or ions with the total composition C2H8NO2S.

Summary:
**Electronic energy**: -684.15805 Eh
**Highest occupied orbital energy (spin up / spin down)**: -13.52 / -13.52 eV
**Charge**: +1
**Kohn-Sham gap (spin up / spin down)**: 9.885 / 9.884 eV

Structure (XYZ):
```
14
Properties=species:S:1:pos:R:3:forces:R:3:lowdin_charge:R:1
C -1.175321 -0.646487 0.814613 -0.1 -0.6 0.1 -0.24
C 1.541236 0.418180 -2.788920 -0.2 -0.1 0.2 -0.70
N -0.118203 0.100486 1.648874 0.0 0.2 0.0 0.20
O 2.548642 0.721650 -3.539093 0.2 0.1 -0.7 0.05
O -1.570205 0.135411 -0.212557 -0.4 0.4 -0.2 -0.02
S 1.531223 0.385640 -1.164232 0.2 0.0 0.2 0.76
H -0.719675 -1.599331 0.519920 0.0 0.2 0.1 0.14
H -2.036508 -0.819749 1.466943 0.3 0.0 0.0 0.15
H 0.650902 0.168911 -3.362706 0.2 0.1 -0.2 0.09
H 0.721336 0.251510 1.063864 -0.4 -0.1 0.3 0.05
H -0.495690 1.022868 1.903503 0.1 -0.2 0.0 0.18
H 0.133620 -0.415942 2.499000 0.0 0.2 -0.2 0.17
H 3.364409 0.952942 -3.060984 -0.2 -0.1 0.2 0.13
H -0.925657 0.137700 -0.935057 0.2 -0.1 0.1 0.04
```
Positions in Å, forces in eV/Å.

***

Record 2
The following is a DFT calculation (ωB97M-V with the def2-TZVPD basis set) of a molecular structure, C22H40N7PdS3Sb.

Summary:
**Electronic energy**: -2807.90601 Eh
**Highest occupied orbital energy**: -13.60 eV
**Charge**: +2
**Kohn-Sham gap**: 8.082 eV

Structure (XYZ):
```
74
Properties=species:S:1:pos:R:3:forces:R:3:lowdin_charge:R:1
Pd 0.028562 1.102218 -0.493430 0.1 -0.6 -0.4 0.56
C 3.079312 3.255818 1.488189 0.0 0.0 0.0 -0.06
C 1.719022 3.809198 1.228914 0.0 -0.1 0.1 -0.62
N 0.793396 3.231888 0.509438 0.0 0.3 0.0 0.04
C -0.307536 4.061473 0.379854 0.0 0.0 0.0 -0.33
C -0.223368 5.240661 1.047997 0.0 0.0 0.0 -0.32
S 1.281214 5.351603 1.833981 0.0 0.0 0.0 1.14
C -1.371122 3.686232 -0.555194 0.0 0.0 0.0 -0.30
C -2.370068 4.471542 -1.029218 0.1 0.0 0.0 -0.30
S -3.197186 3.683938 -2.297861 0.0 0.0 0.1 1.16
C -2.201376 2.314178 -2.129804 0.0 0.0 -0.1 -0.67
N -1.314939 2.445889 -1.170905 -0.1 0.2 0.1 -0.13
C -2.309225 1.132425 -3.030845 0.0 0.0 0.0 -0.09
H 3.041631 2.174578 1.568758 0.0 0.0 0.0 0.04
H 3.504978 3.658121 2.405532 0.0 0.0 0.0 0.09
H 3.745551 3.518902 0.664541 0.0 0.0 0.0 0.09
H -0.949980 6.034293 1.099460 0.0 0.0 0.0 0.09
H -2.620414 5.476905 -0.735705 0.0 0.0 0.0 0.09
H -1.773520 1.332320 -3.960576 0.0 0.0 0.0 0.09
H -3.346015 0.911609 -3.282180 0.0 0.0 0.0 0.09
H -1.853794 0.259918 -2.561866 0.0 0.0 0.0 0.05
N 3.695072 1.956036 -3.668147 0.0 0.0 0.0 0.12
C 2.930373 1.521396 -2.670150 0.1 0.0 0.1 -0.88
N 3.519427 1.082983 -1.555102 0.0 0.0 0.0 0.13
S 1.237845 1.531930 -2.826562 -0.2 0.1 0.2 0.69
H 4.700654 1.971521 -3.614998 0.0 0.0 0.0 0.13
H 3.255892 2.307346 -4.502251 0.0 0.0 0.0 0.11
H 4.520354 1.068792 -1.445248 0.0 0.0 0.0 0.13
H 2.927869 0.753414 -0.803931 0.0 0.0 0.0 0.05
C -4.900108 -0.692571 0.270900 0.0 0.0 0.0 -0.16
C -3.822474 0.375754 0.099736 0.0 0.0 0.1 -0.39
Sb -1.847506 -0.300118 0.554183 0.1 0.2 0.0 1.53
C -1.855932 -0.058879 2.679652 0.1 0.1 0.0 -0.40
C -2.732629 -0.973276 3.526180 0.0 -0.1 0.0 -0.15
C -1.868933 -2.357544 -0.035037 0.0 0.0 -0.1 -0.38
C -1.517102 -3.404642 1.014404 0.0 0.0 0.0 -0.15
H -5.889603 -0.236817 0.230637 0.0 0.0 0.0 0.09
H -4.824533 -1.218452 1.222497 0.0 0.0 0.0 0.06
H -4.857123 -1.436317 -0.524477 0.0 0.0 0.0 0.07
H -3.978616 1.217210 0.779127 0.0 0.0 0.0 0.06
H -3.836717 0.781199 -0.909842 0.0 0.0 0.0 0.02
H -2.173762 0.983675 2.774713 0.0 0.0 0.0 0.06
H -0.819042 -0.083924 3.010784 0.0 0.0 0.0 0.03
H -3.765748 -0.997314 3.181920 0.0 0.0 0.0 0.06
H -2.745073 -0.615991 4.556338 0.0 0.0 0.0 0.08
H -2.359009 -1.995368 3.543802 0.0 0.0 0.0 0.06
H -1.186496 -2.407069 -0.883774 0.0 0.0 0.0 0.02
H -2.874914 -2.520412 -0.422936 0.0 0.0 0.0 0.05
H -0.496996 -3.288624 1.382772 0.0 0.0 0.0 0.05
H -1.594710 -4.401807 0.577921 0.0 0.0 0.0 0.08
H -2.191254 -3.376850 1.867832 0.0 0.0 0.0 0.06
C 1.512416 -4.027479 -1.582027 0.0 0.0 0.0 -0.14
C 1.499098 -2.787816 -2.448716 0.0 0.0 0.0 -0.15
N 1.159636 -1.634889 -1.621822 0.0 0.0 0.0 0.06
C 1.517316 -1.498974 -0.328816 0.0 0.0 0.0 -0.39
N 1.317192 -0.309509 0.248255 0.1 -0.1 0.1 -0.14
C 1.772306 -0.140618 1.632944 0.0 0.0 0.0 -0.23
C 1.627529 -1.416894 2.435218 0.0 0.0 0.0 -0.15
C 2.410664 -2.501013 1.730670 0.0 0.0 0.0 -0.13
N 2.040127 -2.558454 0.317457 0.0 0.0 0.0 -0.02
C 2.423241 -3.782199 -0.397197 0.0 0.0 0.0 -0.12
H 1.869670 -4.884094 -2.151295 0.0 0.0 0.0 0.13
H 0.502724 -4.256409 -1.233768 0.0 0.0 0.0 0.11
H 0.759333 -2.862724 -3.244273 0.0 0.0 0.0 0.13
H 2.477266 -2.644490 -2.918383 0.0 0.0 0.0 0.13
H 0.963554 -0.758236 -2.094683 0.0 0.0 0.0 0.02
H 1.215318 0.687194 2.070824 0.0 0.0 0.0 0.09
H 2.829375 0.149334 1.645439 0.0 0.0 0.0 0.11
H 0.577132 -1.706175 2.510304 0.0 0.0 0.0 0.09
H 2.009317 -1.283593 3.447236 0.0 0.0 0.0 0.14
H 2.204519 -3.480697 2.162811 0.0 0.0 0.0 0.13
H 3.486582 -2.323836 1.827466 0.0 0.0 0.0 0.14
H 2.352886 -4.601529 0.317262 0.0 0.0 0.0 0.13
H 3.468441 -3.715899 -0.714938 0.0 0.0 0.0 0.14
```
Positions in Å, forces in eV/Å.

***

Record 3
The following is a DFT calculation (ωB97M-V with the def2-TZVPD basis set) of 2 unconnected molecules or ions with the total composition C5H8N at a distorted geometry.

Summary:
**Electronic energy**: -249.63862 Eh
**Highest occupied orbital energy**: -13.57 eV
**Charge**: +1
**Kohn-Sham gap**: 7.250 eV

Structure (XYZ):
```
14
Properties=species:S:1:pos:R:3:forces:R:3:lowdin_charge:R:1
C -1.346419 0.327499 -0.105822 0.5 -0.3 -0.1 0.04
C -3.546115 -0.691235 0.394258 1.6 1.2 -3.8 0.21
C 2.247804 -0.020903 -0.421858 0.5 -0.9 0.1 -0.14
C -0.256387 0.916672 -0.540720 -2.7 -0.4 -0.3 0.15
C 2.785558 -0.420984 0.720416 0.6 -0.3 1.1 -0.02
N -2.380861 -0.263090 0.166559 0.8 0.8 0.7 0.13
H -4.105383 -0.779796 -0.510905 -0.7 -0.5 -0.5 0.12
H -4.040540 -0.682460 1.269321 -0.9 -0.6 3.5 0.09
H 2.404457 0.972876 -0.825692 0.5 -0.1 0.0 0.07
H 1.694813 -0.697084 -1.039094 -0.5 -0.3 -0.3 0.06
H -0.302581 1.254677 -1.553919 -0.1 -0.2 -0.9 0.12
H 0.648019 1.176881 -0.092296 0.7 0.4 1.6 0.04
H 2.712089 -1.337331 1.364818 -0.4 0.5 -1.5 0.09
H 3.485543 0.244277 1.174932 0.2 0.7 0.5 0.05
```
Positions in Å, forces in eV/Å.